Record 1
11
Properties=species:S:1:pos:R:3:mulliken_charge:R:1 method="wB97M-V/def2-TZVPD" lumo_energy_ev=0.055 total_charge=0 smiles="NOCOC=O" homo_lumo_gap_ev=10.10 e_tot_ev=-9783.089 homo_energy_ev=-10.0401
C -0.175 -0.845 0.577 -0.068
N -1.771 0.592 -0.481 -0.451
C 1.450 0.330 -0.124 0.111
O -1.441 -0.688 0.090 -0.291
O 0.453 0.232 1.101 -0.401
O 1.213 0.952 -1.112 -0.408
H -1.364 1.297 0.135 0.295
H -1.270 0.638 -1.368 0.291
H -0.157 -1.763 1.172 0.384
H 0.657 -1.025 -0.398 0.175
H 2.405 0.280 0.408 0.363



Record 2
59
Properties=species:S:1:pos:R:3:mulliken_charge:R:1 method="wB97M-V/def2-TZVPD" lumo_energy_ev=0.682 total_charge=0 smiles="CCOC(=O)[C@@]1([C@H](c2ccccc2)c2ccc(OC)cc2)CCCCCCC1=O" homo_lumo_gap_ev=8.68 e_tot_ev=-34600.451 homo_energy_ev=-7.9997
C 3.565 -1.032 1.814 -1.200
C 2.845 0.289 1.725 0.064
O 1.491 -0.076 1.388 -0.024
C 0.499 0.829 1.668 -1.567
C -0.781 0.319 0.988 3.332
C -1.934 1.319 1.327 -0.338
O -1.847 2.486 0.972 -0.596
C -3.201 0.893 2.087 -1.104
C -4.243 0.033 1.369 -0.553
C -4.098 -1.494 1.520 -1.000
C -3.001 -1.994 0.575 0.612
C -1.648 -2.239 1.196 -0.988
C -0.963 -1.017 1.779 -1.218
O 0.659 1.782 2.400 -0.604
H 4.646 -0.889 1.790 0.445
H 3.297 -1.514 2.763 0.299
H 3.266 -1.701 0.997 0.218
H 2.865 0.847 2.669 0.371
H 3.232 0.919 0.913 -0.134
H -2.884 0.434 3.033 0.282
H -3.707 1.844 2.316 0.538
H -5.227 0.309 1.773 0.427
H -4.266 0.286 0.298 0.286
H -3.930 -1.792 2.566 0.359
H -5.045 -1.960 1.208 0.309
H -3.326 -2.911 0.062 0.543
H -2.895 -1.238 -0.204 -0.941
H -1.751 -2.957 2.029 0.572
H -0.991 -2.725 0.458 0.329
H 0.027 -1.377 2.092 0.378
H -1.469 -0.730 2.715 0.564
C 5.327 2.925 -1.688 -0.781
O 4.112 3.496 -1.156 -0.425
C 2.933 2.859 -1.361 0.635
C 1.813 3.420 -0.695 -0.868
C 0.751 2.593 -0.419 -0.523
C 0.684 1.276 -0.891 -0.402
C -0.550 0.439 -0.508 1.148
C -0.757 -0.805 -1.385 -0.589
C -1.958 -0.883 -2.123 -0.104
C -2.209 -1.983 -2.949 -0.893
C -1.192 -2.906 -3.178 -0.729
C 0.003 -2.820 -2.476 -0.866
C 0.191 -1.820 -1.513 0.190
C 1.680 0.839 -1.762 -0.194
C 2.805 1.618 -2.019 -0.911
H 6.102 3.599 -1.323 0.250
H 5.506 1.908 -1.308 0.313
H 5.310 2.925 -2.787 0.310
H 1.864 4.430 -0.298 0.433
H -0.072 3.014 0.150 0.524
H -1.367 1.077 -0.859 0.830
H -2.711 -0.091 -2.001 0.468
H -3.206 -2.074 -3.388 0.414
H -1.360 -3.707 -3.912 0.369
H 0.812 -3.540 -2.667 0.379
H 1.094 -1.805 -0.880 0.507
H 1.595 -0.125 -2.258 0.468
H 3.612 1.203 -2.632 0.382



Record 3
21
Properties=species:S:1:pos:R:3:mulliken_charge:R:1 method="wB97M-V/def2-TZVPD" lumo_energy_ev=0.704 total_charge=0 smiles="CC1=N[C@H](C(C)C)C(=O)O1" homo_lumo_gap_ev=10.71 e_tot_ev=-13018.197 homo_energy_ev=-10.0022
C -0.104 -0.883 2.116 -1.208
C -1.160 -0.913 0.886 -0.190
C -2.267 0.330 1.281 -1.343
C -0.804 -0.264 -0.527 0.168
C 0.795 1.087 -0.664 0.482
C 1.611 2.300 -0.338 -0.961
C 0.453 -0.910 -1.135 0.371
H 0.134 0.066 2.866 0.208
H 0.864 -1.288 1.636 0.306
H -0.345 -1.600 2.874 0.463
H -1.568 -1.825 0.876 0.668
H -2.997 0.488 0.559 0.417
H -2.532 -0.167 2.174 0.485
H -1.702 1.345 1.295 0.317
H -1.827 -0.199 -1.115 0.325
H 2.397 1.781 0.454 0.227
H 0.951 2.895 0.440 0.292
H 2.380 2.810 -1.144 0.306
N -0.342 1.094 -0.173 -0.425
O 1.285 0.112 -1.283 -0.322
O 0.653 -2.168 -1.145 -0.587



Record 4
22
Properties=species:S:1:pos:R:3:mulliken_charge:R:1 method="wB97M-V/def2-TZVPD" lumo_energy_ev=0.657 total_charge=0 homo_lumo_gap_ev=6.98 e_tot_ev=-10539.035 homo_energy_ev=-6.3217
C -0.478 0.872 -0.241 -0.323
C -0.056 -0.382 0.168 0.349
C -2.407 0.398 0.688 -0.707
C 1.884 0.140 -0.660 -0.634
C -0.463 -1.636 -0.537 -1.494
C 2.820 0.070 0.518 -0.975
O -0.106 1.962 0.483 -0.474
O -3.250 -0.632 0.246 -0.499
H -0.332 2.769 0.011 0.367
H -3.481 -0.472 -0.675 0.321
H -0.739 1.026 -1.286 0.335
H 0.189 -0.471 1.221 0.326
H -2.190 0.249 1.743 0.353
H -2.827 1.395 0.515 0.369
H 1.930 1.094 -1.184 0.323
H 1.996 -0.662 -1.386 0.354
H 0.329 -2.381 -0.465 0.423
H -0.663 -1.451 -1.594 0.301
H -1.356 -2.054 -0.071 0.404
H 2.797 -0.918 0.985 0.280
H 3.864 0.277 0.246 0.366
H 2.538 0.806 1.276 0.236



Record 5
65
Properties=species:S:1:pos:R:3:mulliken_charge:R:1 method="wB97M-V/def2-TZVPD" lumo_energy_ev=0.677 total_charge=0 smiles="CCOc1ccc(Oc2c(/C=N/NC(=O)COc3ccccc3OC)c(C)nn2-c2ccccc2)cc1" homo_lumo_gap_ev=8.70 e_tot_ev=-45686.324 homo_energy_ev=-8.0226
C 2.916 -3.763 0.892 -0.442
C 3.849 -3.416 -0.262 -0.538
O 3.148 -2.978 -1.412 -0.492
C 2.602 -1.734 -1.439 0.568
C 1.768 -1.474 -2.530 -0.698
C 1.146 -0.252 -2.668 -0.579
C 1.357 0.740 -1.718 -0.471
C 2.216 0.508 -0.656 -0.103
C 2.825 -0.724 -0.508 0.036
H 3.459 -0.880 0.349 0.296
H 2.394 1.283 0.075 0.471
O 0.722 1.957 -1.926 -0.405
C 0.272 2.664 -0.873 0.211
C -0.292 2.287 0.347 0.424
C -0.603 3.527 0.979 0.401
N -0.263 4.534 0.214 -1.271
N 0.266 4.022 -0.919 0.852
C 0.714 4.895 -1.919 0.728
C 0.982 6.214 -1.559 -0.538
C 1.423 7.112 -2.511 -0.581
C 1.603 6.707 -3.824 -0.420
C 1.329 5.398 -4.180 -0.712
C 0.880 4.489 -3.238 -0.239
H 0.657 3.477 -3.531 0.447
H 1.459 5.078 -5.203 0.362
H 1.952 7.409 -4.566 0.379
H 1.629 8.133 -2.226 0.367
H 0.830 6.509 -0.534 0.419
C -1.224 3.717 2.309 -1.104
H -0.654 3.175 3.061 0.292
H -1.256 4.775 2.550 0.377
H -2.232 3.307 2.307 0.262
C -0.489 0.966 0.860 -0.274
N -1.096 0.778 1.969 -1.054
N -1.172 -0.493 2.470 0.281
C -0.229 -1.461 2.422 0.611
O 0.850 -1.372 1.871 -0.674
C -0.621 -2.697 3.240 -0.576
O -2.002 -2.822 3.484 -0.542
C -2.866 -3.226 2.494 0.232
C -4.135 -3.566 2.947 -0.537
C -5.128 -3.968 2.075 -0.501
C -4.856 -4.038 0.724 -0.816
C -3.599 -3.700 0.253 -0.593
C -2.591 -3.289 1.116 0.905
O -1.335 -2.936 0.697 0.094
C -1.051 -2.894 -0.679 -0.752
H -0.023 -2.539 -0.747 -0.231
H -1.710 -2.197 -1.206 0.498
H -1.123 -3.886 -1.136 0.437
H -3.404 -3.756 -0.806 0.423
H -5.616 -4.354 0.026 0.390
H -6.105 -4.227 2.454 0.378
H -4.316 -3.502 4.009 0.424
H -0.165 -2.604 4.232 0.400
H -0.204 -3.582 2.750 0.286
H -1.941 -0.618 3.118 0.336
H -0.087 0.144 0.273 0.380
H 0.490 -0.055 -3.501 0.462
H 1.613 -2.256 -3.256 0.440
H 4.381 -4.310 -0.601 0.347
H 4.593 -2.671 0.045 0.298
H 2.334 -2.897 1.199 -0.067
H 3.499 -4.115 1.739 0.445
H 2.230 -4.549 0.585 0.251



Record 6
8
Properties=species:S:1:pos:R:3:mulliken_charge:R:1 method="wB97M-V/def2-TZVPD" lumo_energy_ev=0.174 total_charge=0 homo_lumo_gap_ev=10.34 e_tot_ev=-19986.360 homo_energy_ev=-10.1630
N 0.309 0.488 0.141 -0.505
N 0.971 -3.023 1.173 0.299
O 0.929 -0.170 2.464 -0.483
O 1.129 -4.037 0.565 -0.302
O 1.339 -1.874 0.486 -0.256
S 1.481 -0.208 1.131 0.663
H -0.681 0.461 0.585 0.297
H 0.488 0.434 -0.891 0.287



Calculated energy above the lowest of the compared OMol25 structures with the same formula, charge and spin in order - 5.100; 0.000; 5.085; 5.582; 3.822; 1.529 eV